No. 1
The following is a DFT calculation (ωB97M-V/def2-TZVPD) of a structure of composition C22H41N2NbO17P in a non-equilibrium geometry.

Last column: Löwdin charge in e.
Cartesian coordinates (Å):
O 6.021 -3.012 2.613  -0.01
H -1.396 -1.487 1.877  0.08
H 2.688 -3.541 -2.351  0.08
O -1.529 -2.339 -1.127  -0.28
H -7.691 6.550 -1.777  0.10
O -2.276 -2.630 3.388  0.01
N -4.770 0.140 -2.560  0.01
C -4.067 -0.257 -0.282  -0.15
C 3.445 -7.911 -4.312  -0.05
H -1.804 0.785 -3.532  -0.14
C -7.430 6.815 -0.754  -0.06
H 3.616 2.484 2.676  0.10
H -7.941 6.153 -0.056  0.09
Nb -1.696 -0.632 -2.422  1.15
C -6.310 0.325 -0.741  -0.10
H -0.256 -2.373 2.925  0.10
H 0.269 2.299 -2.582  0.00
H 6.245 5.878 -0.137  0.10
H 6.713 -1.070 2.870  0.09
C 2.898 -3.512 1.142  -0.05
C 4.581 4.107 0.857  -0.63
H 7.838 -2.391 3.245  0.09
H 4.895 1.656 1.740  0.09
O 3.781 3.065 0.686  0.01
H -3.821 3.631 -0.045  0.09
H 4.381 -3.365 -2.900  0.10
H 1.577 1.515 -1.684  0.02
C -2.396 -1.685 4.307  -0.63
C 3.339 -3.408 -3.212  -0.02
C -0.354 -2.407 -0.709  -0.66
H -3.568 4.029 -1.763  0.11
H -5.575 -0.021 1.254  0.09
H 4.969 6.703 0.798  0.10
C -5.343 0.010 0.200  -0.09
H 2.243 -4.348 1.363  0.09
C -1.225 -2.407 2.431  -0.04
O -1.666 2.072 -0.052  -0.44
C -6.000 0.374 -2.089  -0.18
O 3.810 -5.948 -2.596  0.12
H 4.490 -8.045 -4.038  0.09
C 3.887 2.065 1.708  -0.02
O 5.355 4.275 1.765  0.12
N 0.599 -2.299 -0.065  0.14
C -3.467 4.386 -0.741  -0.03
O 4.384 4.954 -0.158  0.00
O -6.113 4.564 -1.081  0.12
H 4.926 6.721 -0.976  0.09
H 2.802 -8.215 -3.489  0.10
C -3.820 -0.185 -1.658  -0.42
C 3.418 -5.675 -3.701  -0.63
H 0.767 2.913 -0.997  0.02
O -3.404 -2.020 5.124  0.00
H 3.190 1.273 1.451  0.10
H 3.221 -8.514 -5.188  0.09
O 3.142 -4.464 -4.162  0.01
O -6.019 6.761 -0.562  -0.01
H 7.485 -1.989 1.552  0.09
H -1.697 1.882 0.890  0.02
H -3.913 -0.106 5.752  0.10
H -2.445 -1.585 -3.777  -0.13
H -1.245 -3.243 1.742  0.09
C 4.982 -2.733 1.809  -0.63
O 4.081 -3.687 1.953  0.01
P -0.602 0.944 -0.717  0.67
C 7.070 -2.050 2.556  -0.06
C -3.644 -1.077 6.165  -0.05
H 3.155 -3.527 0.087  0.08
H 0.005 -1.018 -3.039  -0.14
O -1.726 -0.690 4.406  0.12
H 3.079 -2.477 -3.706  0.09
O 4.905 -1.766 1.094  0.12
H -2.769 -0.979 6.806  0.09
H -7.326 0.522 -0.426  0.09
C -5.491 5.544 -0.766  -0.63
H -3.275 -0.516 0.405  0.06
H -7.727 7.843 -0.560  0.09
H -4.476 -1.466 6.746  0.09
O -4.186 5.622 -0.558  0.01
O 3.189 -6.558 -4.680  0.00
H -2.423 4.595 -0.537  0.08
C 0.617 2.015 -1.597  -0.37
H 2.399 -2.589 1.392  0.05
C 5.186 6.131 -0.102  -0.05
H -6.762 0.618 -2.814  0.09

- Molar mass: 729.4 g mol⁻¹
- Total charge: -1
- Energy: -72102.629 eV
- E_LUMO: 0.061 Eh
- HOMO-LUMO gap: 6.4 eV
- Largest force on an atom: 0.0366 hartree/bohr


No. 2
The following is a DFT calculation (ωB97M-V/def2-TZVPD) of an isolated molecule of C3H6ClNOS in a non-equilibrium geometry.

Last column: Löwdin charge in e.
Cartesian coordinates (Å):
H 0.565 1.975 1.524  0.09
H 0.637 -1.923 0.465  0.05
C 0.518 0.878 1.287  -0.52
H -0.219 0.399 2.040  0.10
H -0.654 0.452 -2.726  -0.14
H -1.100 -1.554 0.769  0.09
H -0.623 -2.536 -0.637  0.12
C 0.025 0.715 -0.175  -0.55
N -0.155 1.794 -0.813  -0.31
S -0.624 1.801 -2.490  0.72
Cl 2.136 0.184 1.497  0.58
O -0.199 -0.509 -0.777  -0.15
C -0.306 -1.677 0.035  -0.08

- Molar mass: 139.6 g mol⁻¹
- Total charge: 0
- SMILES: CO/C(CCl)=N\S
- Energy: -30102.316 eV
- E_LUMO: 0.028 Eh
- HOMO-LUMO gap: 9.5 eV
- Largest force on an atom: 0.0370 hartree/bohr
- Relative energy (zero: lowest compared OMol25 entry of this formula, charge and spin): 111.1 kJ/mol


No. 3
The following is a DFT calculation (ωB97M-V/def2-TZVPD) of a structure of composition C5H5Br15 in a non-equilibrium geometry.

Last column: Löwdin charge in e.
Cartesian coordinates (Å):
C -1.154 -1.120 5.087  -1.61
H -0.514 -0.844 4.262  -0.12
H 0.271 -0.999 -0.102  -0.10
Br 2.784 0.542 0.360  0.51
Br -3.297 0.052 -4.396  0.53
Br 5.005 2.188 1.838  0.52
C 4.320 1.713 0.035  -1.50
Br -2.166 0.516 5.432  0.54
Br -3.949 0.884 -1.280  0.51
Br -2.245 -2.625 4.460  0.53
Br 0.696 -2.220 2.032  0.60
Br -0.210 0.643 -2.373  0.58
C -0.280 -1.083 0.825  -1.59
H 0.964 2.356 -3.617  -0.03
H -2.852 -1.104 -2.197  -0.11
Br -0.402 0.715 1.629  0.52
Br 2.830 0.781 -3.396  0.57
Br 0.433 0.821 -5.546  0.59
Br -5.215 -1.795 -2.460  0.57
Br 5.689 0.654 -0.872  0.53
H 4.110 2.645 -0.467  -0.02
C 1.002 1.286 -3.763  -1.58
Br -2.023 -1.830 0.464  0.60
Br -0.084 -1.601 6.622  0.57
C -3.714 -0.575 -2.577  -1.61

- Molar mass: 1263.7 g mol⁻¹
- Total charge: 0
- Energy: -1055901.394 eV
- E_LUMO: -0.020 Eh
- HOMO-LUMO gap: 9.7 eV
- Largest force on an atom: 0.0403 hartree/bohr
- Relative energy (zero: lowest compared OMol25 entry of this formula, charge and spin): 35.2 kJ/mol


No. 4
The following is a DFT calculation (ωB97M-V/def2-TZVPD) of a structure of composition C30H51CoNP2 in a non-equilibrium geometry.

Last column: Löwdin charge in e.
Cartesian coordinates (Å):
C 0.395 2.075 -6.217  -0.16
H -1.636 -3.582 -1.208  0.08
C -1.780 -2.904 -0.358  -0.03
H 3.504 -1.763 -0.336  0.08
C -2.347 5.327 0.923  -0.02
H -1.016 -2.346 -6.601  0.11
H 0.972 2.399 -7.098  0.13
H -1.866 -3.523 0.548  0.11
C -1.614 2.862 3.570  -0.02
H 1.919 1.344 -4.788  0.08
C -0.664 -1.946 -0.167  -0.25
H 0.922 2.871 0.169  0.04
H 1.399 -4.257 -0.140  0.09
C 1.845 2.510 -0.314  -0.22
H -0.434 1.025 -4.242  0.01
H -2.630 6.262 0.455  0.11
C 1.025 -0.326 -5.745  -0.11
P -1.426 0.124 -2.373  0.91
C -1.869 0.832 -5.839  -0.14
H -2.741 -2.390 -0.488  0.07
H -2.847 -0.607 0.811  0.07
C -3.157 0.297 -2.004  -0.24
H -0.764 3.285 4.123  0.10
C 1.152 0.986 -5.479  -0.14
C -1.015 -1.466 -3.325  -0.22
N -1.812 3.107 1.076  0.10
C -1.932 -0.196 1.254  -0.04
H -1.562 2.228 -3.651  0.08
H -3.588 -0.670 -1.695  0.05
H 1.121 2.629 -3.590  0.06
H 3.418 -0.371 0.754  0.07
H -1.997 -0.334 2.340  0.09
H -0.846 -1.287 -4.390  0.00
C 0.606 -0.434 1.024  -0.23
H 2.935 -0.148 -2.865  0.04
C -1.037 -1.289 -6.888  -0.17
H -1.732 4.707 -1.790  0.10
H -1.586 2.675 -6.790  0.12
C 0.414 -0.790 -7.031  -0.18
H -3.259 1.017 -1.173  0.04
C -2.152 5.025 2.275  -0.01
H 3.166 -2.002 1.387  0.11
C 0.438 2.335 -2.782  -0.34
C 1.273 -3.527 -0.948  -0.05
H -2.246 5.655 3.146  0.11
C -2.319 3.944 -1.252  -0.03
C -1.863 -0.512 -5.900  -0.16
H -3.378 4.078 -1.536  0.11
C 0.957 0.564 2.059  -0.05
C 2.965 -1.345 0.525  -0.04
H -3.720 0.674 -2.877  0.06
C 0.739 -2.214 -0.471  -0.33
H 0.323 2.962 -5.571  0.10
C -2.141 4.107 0.209  -0.32
C -1.834 3.625 2.336  -0.31
H 2.377 3.362 -0.771  0.07
H -2.498 2.935 4.217  0.10
H -2.611 -1.089 -5.343  0.11
H -1.871 -2.145 -3.203  0.08
C -1.037 1.718 -6.712  -0.17
C 1.511 -1.246 0.288  -0.25
H 1.481 -1.094 -5.125  0.11
H 3.746 0.692 -1.508  0.05
H 3.403 1.593 -3.022  0.05
H 0.121 3.258 -2.266  0.07
H 0.503 1.540 1.847  0.05
H 0.576 0.255 3.044  0.10
C 3.037 0.817 -2.341  -0.25
H 2.038 0.717 2.164  0.07
C -0.713 -0.822 0.706  -0.23
H -1.991 2.939 -1.557  0.03
H -0.112 -2.028 -2.938  0.04
H -1.418 1.803 3.354  0.06
Co 0.483 -0.742 -2.020  0.18
H -1.001 1.326 -7.740  0.11
P 1.440 1.303 -1.614  0.90
H 2.254 -3.412 -1.419  0.08
H 0.605 -3.988 -1.683  0.07
H 2.502 2.036 0.435  0.04
H 0.462 0.008 -7.785  0.11
H -2.590 1.348 -5.191  0.10
C -0.762 1.551 -3.342  -0.41
H -1.515 -1.245 -7.878  0.13
H 1.032 -1.614 -7.437  0.13
H -1.964 0.891 1.068  0.05

- Molar mass: 546.6 g mol⁻¹
- Total charge: +1
- Energy: -89621.038 eV
- E_LUMO (alpha / beta): -0.071 / -0.139 Eh
- ⟨S²⟩: 6.05
- HOMO-LUMO gap (alpha / beta): 7.2 / 6.2 eV
- Largest force on an atom: 0.0603 hartree/bohr
- 2S+1: 5
- Relative energy (zero: lowest compared OMol25 entry of this formula, charge and spin): 349.0 kJ/mol